(1)
{
  "formula": "C4H8NO2",
  "method": "wB97M-V/def2-TZVPD",
  "species": ["O", "O", "H", "C", "H", "C", "H", "H", "H", "H", "C", "N", "C", "H", "H"],
  "positions_angstrom": [[1.17, 1.83, 0.72], [-3.38, 0.13, 0.22], [1.80, -0.55, 0.65], [-0.17, -0.54, -1.38], [-0.65, -0.88, -2.24], [-0.95, 0.27, -0.27], [0.93, -1.35, 1.74], [-0.71, -2.23, 0.08], [1.55, 2.29, 1.46], [1.56, 2.14, -0.17], [-2.26, 0.27, -0.10], [1.01, -1.15, 0.78], [0.03, -1.32, -0.14], [-0.58, 1.12, 0.35], [0.65, -0.03, -1.70]],
  "mulliken_charge": [-0.6208, -0.2724, 0.2398, -0.5980, 0.3992, -0.1770, 0.2399, 0.3557, 0.2840, 0.3267, 0.3659, -0.3394, 0.0793, 0.4427, 0.2743],
  "lumo_ev": -4.15,
  "homo_lumo_gap_ev": 9.7,
  "multiplicity": 1,
  "total_charge": 1,
  "e_above_lowest_kcal_mol": 61.2
}

=====

(2)
{
  "formula": "C5H31NO11",
  "method": "wB97M-V/def2-TZVPD",
  "species": ["C", "H", "C", "H", "N", "H", "H", "H", "H", "H", "O", "O", "H", "H", "H", "H", "H", "O", "H", "H", "O", "H", "H", "H", "H", "H", "H", "C", "O", "O", "O", "H", "H", "H", "H", "H", "O", "H", "C", "H", "O", "H", "O", "O", "C", "H", "H", "H"],
  "positions_angstrom": [[-1.16, -2.19, -1.34], [4.25, 0.56, -0.11], [0.25, -0.22, 1.00], [3.16, 1.17, -0.91], [-0.27, -0.01, -0.40], [1.05, -3.80, -2.57], [-2.13, -2.75, -1.43], [0.42, -4.19, 2.79], [-3.21, 1.33, -0.45], [-1.55, 2.25, 4.03], [1.91, -3.63, -3.05], [-2.07, 1.94, -1.92], [0.44, -0.11, -1.14], [-1.73, -0.16, -2.73], [-0.42, -0.83, 1.70], [-1.11, 1.55, -1.81], [-0.02, 0.11, 4.19], [2.80, -2.58, -0.98], [-2.15, -1.13, 0.11], [0.39, -2.40, -0.38], [0.99, 4.21, 1.16], [1.33, 2.32, -1.47], [2.36, 2.67, -2.57], [-1.35, 1.79, 0.34], [1.21, 1.24, 3.90], [0.15, 3.75, 1.28], [-1.46, 2.55, 2.55], [-2.36, -0.23, -1.79], [-1.22, 2.60, 0.88], [3.40, 0.39, -0.58], [0.37, 1.00, 4.33], [-1.48, 3.29, 0.25], [0.26, 0.74, 1.57], [1.10, 4.30, 2.07], [-3.13, -1.10, -2.03], [-0.49, -2.13, -2.20], [-0.46, -2.97, -0.38], [1.23, -0.65, 1.14], [-3.04, 1.09, -1.54], [2.41, -2.99, -2.60], [0.25, -3.33, 2.44], [0.16, -3.32, 1.47], [-2.01, 2.63, 3.25], [1.79, 1.98, -2.22], [-1.45, -0.84, -0.65], [-3.98, 1.39, -1.89], [3.39, -1.91, -0.66], [3.17, -3.40, -0.66]],
  "mulliken_charge": [-1.1536, 0.2965, -1.0009, 0.2599, -0.0447, 0.3025, 0.4112, 0.2797, 0.2516, 0.3112, -0.6752, -0.6160, 0.3975, 0.4035, 0.3035, 0.3649, 0.3262, -0.5765, 0.3755, 0.3518, -0.5947, 0.3148, 0.2923, 0.2115, 0.2900, 0.3162, 0.3674, -1.2050, -0.7527, -0.5315, -0.6272, 0.2914, 0.2117, 0.3601, 0.3660, 0.4313, -0.5981, 0.3525, -0.4679, 0.4033, -0.6134, 0.4313, -0.6352, -0.6682, 0.5385, 0.3896, 0.2604, 0.2973],
  "smiles": "CN[C@H](CO)CCO.O.O.O.O.O.O.O.O.O",
  "lumo_ev": 0.00,
  "homo_lumo_gap_ev": 9.4,
  "multiplicity": 1,
  "total_charge": 0,
  "e_above_lowest_kcal_mol": 133.6
}

=====

(3)
{
  "formula": "C3H3ClN3OS",
  "method": "wB97M-V/def2-TZVPD",
  "species": ["N", "C", "N", "S", "C", "Cl", "C", "H", "H", "O", "H", "N"],
  "positions_angstrom": [[-0.95, -2.74, -0.53], [1.26, -2.43, -0.14], [-0.61, -3.92, -0.23], [1.17, -4.06, -0.05], [-0.02, -1.85, -0.38], [-1.53, -5.29, -0.34], [-0.23, 0.54, -0.26], [2.21, -2.03, 0.07], [0.12, 0.72, 0.78], [-0.62, 1.60, -0.86], [-0.96, 2.47, -0.46], [-0.35, -0.63, -0.79]],
  "mulliken_charge": [-0.2530, -0.1594, 0.2616, 0.2004, 0.2206, 0.1415, 0.2403, 0.4085, 0.2712, -0.4443, 0.4335, -0.3209],
  "lumo_ev": -5.58,
  "homo_lumo_gap_ev": 7.8,
  "multiplicity": 1,
  "total_charge": 1,
  "e_above_lowest_kcal_mol": 53.3
}

=====

(4)
{
  "formula": "C16H24B2CrMnN8O32",
  "method": "wB97M-V/def2-TZVPD",
  "species": ["H", "C", "H", "N", "O", "C", "H", "B", "H", "O", "O", "H", "O", "O", "H", "H", "H", "H", "C", "N", "H", "N", "O", "C", "O", "N", "C", "C", "O", "O", "N", "H", "H", "C", "C", "O", "Mn", "O", "Cr", "O", "N", "H", "H", "O", "O", "C", "O", "O", "C", "C", "H", "C", "O", "O", "H", "C", "H", "O", "C", "O", "C", "O", "O", "O", "B", "H", "O", "C", "O", "O", "H", "O", "H", "N", "H", "O", "H", "O", "O", "H", "H", "N", "O", "O"],
  "positions_angstrom": [[-4.13, -0.15, -2.59], [-1.04, -4.69, 1.51], [3.56, -1.87, -2.79], [0.50, 4.00, -2.41], [-4.02, 0.40, -0.19], [-0.60, 0.29, -3.80], [0.28, 0.90, -3.60], [-1.78, -3.32, 3.17], [-0.42, -0.24, -4.73], [2.04, -1.98, 0.68], [0.22, 5.02, -3.00], [4.18, 3.17, 2.13], [-3.38, -0.33, 3.77], [-6.24, 0.02, -4.92], [3.93, 2.62, 0.44], [3.86, 2.09, -2.51], [-6.44, 0.83, 0.94], [4.57, -0.84, 4.90], [-2.86, 0.46, 0.07], [5.68, 1.92, -3.53], [4.97, -2.48, 5.44], [3.49, -2.42, 3.99], [-2.48, -3.61, 4.42], [0.16, -4.15, 2.31], [2.53, -2.38, 4.68], [3.10, 1.39, 1.89], [1.23, -1.14, 0.39], [4.15, 2.32, 1.46], [-0.96, -5.32, 0.51], [-0.03, -1.09, 0.67], [-5.55, -0.52, -4.09], [-7.56, 2.21, 0.61], [5.15, 1.88, 1.41], [1.54, 0.01, -0.56], [-7.26, 1.44, 1.31], [-2.93, 1.76, 2.13], [3.17, -3.81, 1.01], [-0.29, -3.39, 3.26], [-3.81, 1.70, 4.08], [2.00, 1.83, 2.11], [-6.78, 2.12, 2.53], [-4.90, 1.32, -3.40], [3.74, 1.29, -4.06], [3.37, 0.22, 2.05], [6.16, 0.91, -4.01], [-0.01, 3.90, -1.03], [1.09, 3.05, -2.89], [2.60, 0.17, -1.09], [4.75, -1.86, 4.57], [4.22, 2.11, -3.54], [-8.05, 0.74, 1.58], [-3.13, -2.56, 4.84], [-7.45, 2.90, 3.12], [1.32, -4.28, 2.00], [5.03, -2.69, -3.53], [-2.26, 1.22, 1.28], [0.22, 4.82, -0.51], [0.47, 0.75, -0.68], [-2.94, -1.46, 3.77], [-2.13, -4.16, 2.02], [4.63, -1.98, -2.80], [-2.64, 0.80, -4.70], [4.27, -2.63, -0.61], [-5.34, -1.71, -4.06], [-0.60, 0.15, 0.13], [0.43, 3.02, -0.55], [6.34, 2.84, -3.09], [-5.01, 0.33, -2.99], [-0.97, 1.10, 1.23], [3.52, -2.86, 2.84], [5.52, -1.90, 3.81], [-1.71, 2.35, -3.59], [-0.87, -0.40, -3.00], [5.13, -2.43, -1.48], [-1.08, 3.75, -1.12], [-2.14, -1.91, 2.87], [4.02, 3.11, -3.93], [-3.80, -2.44, 5.82], [-1.86, -0.06, -0.59], [-5.73, 0.35, -2.17], [5.07, -1.02, -3.09], [-1.72, 1.23, -4.07], [6.29, -2.57, -1.32], [-5.63, 1.84, 2.91]],
  "mulliken_spin": [-0.0001, -0.0018, -0.0008, 0.0000, -0.0025, -0.0001, 0.0001, 0.0075, 0.0000, 0.0320, 0.0000, 0.0000, 0.0132, 0.0000, 0.0000, 0.0000, -0.0002, 0.0000, -0.0011, 0.0000, 0.0003, -0.0064, -0.0034, 0.0170, 0.0171, -0.0001, -0.0231, 0.0000, 0.0007, 0.0004, 0.0000, -0.0004, 0.0000, -0.0042, 0.0034, 0.0139, 4.8741, -0.0027, 3.9504, -0.0004, -0.0030, 0.0000, 0.0000, -0.0002, 0.0000, 0.0002, 0.0001, -0.0045, 0.0019, 0.0001, 0.0002, 0.0021, 0.0158, 0.0417, 0.0000, -0.0280, 0.0000, 0.0128, -0.0135, 0.0013, 0.0018, 0.0000, 0.0184, 0.0000, 0.0081, -0.0002, 0.0000, 0.0000, -0.0027, 0.0292, 0.0002, 0.0000, -0.0001, 0.0001, 0.0000, 0.0128, 0.0000, 0.0006, -0.0060, 0.0000, 0.0001, 0.0000, 0.0079, 0.0199],
  "lumo_ev": [-8.74, -7.33],
  "homo_lumo_gap_ev": [5.0, 6.4],
  "multiplicity": 10,
  "total_charge": 2
}

=====

(5)
{
  "formula": "C2H20NO10",
  "method": "wB97M-V/def2-TZVPD",
  "species": ["C", "O", "O", "H", "H", "O", "H", "O", "H", "N", "H", "O", "H", "O", "H", "O", "H", "H", "H", "H", "H", "H", "H", "O", "H", "O", "H", "H", "H", "C", "H", "O", "H"],
  "positions_angstrom": [[-0.17, -1.48, 0.20], [-1.66, 0.89, -2.73], [-2.12, 2.42, 0.87], [-0.26, 2.80, -1.07], [3.36, 0.77, 0.43], [0.38, -2.25, 3.66], [-1.26, 2.45, -2.11], [0.67, -0.39, -2.72], [-1.21, 2.08, 1.02], [-0.29, -1.43, 1.66], [0.86, -0.51, -1.70], [-0.96, 3.22, -1.57], [-0.13, -2.54, -0.12], [0.43, 1.72, 0.40], [-2.84, -0.42, 0.69], [2.90, -2.51, 0.43], [-2.01, 2.96, 0.03], [2.18, -1.85, 0.10], [0.66, -3.27, 1.88], [-0.79, 0.38, -2.71], [0.73, -1.28, -3.12], [-2.17, 0.55, -1.95], [-2.87, 1.03, 0.26], [0.96, -0.81, -0.20], [2.08, 0.01, 0.82], [2.76, 0.60, 1.19], [0.59, 0.79, 0.10], [-1.07, -1.01, -0.28], [1.20, 1.92, 0.93], [0.32, -2.39, 2.45], [3.33, -2.05, 1.13], [-3.15, 0.12, -0.01], [-0.44, -0.51, 2.06]],
  "mulliken_charge": [-0.4510, -0.8529, -0.8304, 0.3319, 0.3397, -0.6198, 0.5294, -0.8071, 0.4309, -0.0417, 0.3487, -0.8454, 0.2811, -0.8187, 0.2846, -0.7010, 0.4425, 0.4347, 0.3411, 0.4324, 0.2870, 0.3741, 0.4651, -0.9068, 0.2825, -0.7642, 0.5894, 0.1318, 0.3578, 0.1724, 0.3059, -0.7269, 0.2031],
  "lumo_ev": 3.16,
  "homo_lumo_gap_ev": 9.9,
  "multiplicity": 1,
  "total_charge": -1,
  "e_above_lowest_kcal_mol": 0.0
}

=====

(6)
{
  "formula": "C3H11N3",
  "method": "wB97M-V/def2-TZVPD",
  "species": ["H", "H", "N", "C", "H", "N", "H", "H", "H", "H", "H", "H", "H", "C", "H", "C", "N"],
  "positions_angstrom": [[-0.42, 1.03, -2.35], [-0.87, 1.51, 0.50], [0.65, 2.42, -1.44], [0.48, -2.14, 1.49], [1.08, -0.02, 0.01], [-0.32, -0.97, 1.18], [1.52, -1.83, 1.60], [0.44, -2.91, 0.71], [0.14, -2.56, 2.43], [0.44, 3.22, -0.85], [1.43, 1.91, -1.01], [-0.01, -1.06, -0.93], [-1.30, -1.22, 1.16], [-0.88, 0.85, -0.36], [-1.90, 0.49, -0.51], [0.04, -0.35, -0.08], [-0.53, 1.63, -1.54]],
  "mulliken_charge": [0.2688, 0.3600, -0.5541, -0.8876, 0.2644, -0.3413, 0.2978, 0.3176, 0.3232, 0.2589, 0.2476, 0.2545, 0.2334, -0.6144, 0.2977, -0.4322, -0.2944],
  "smiles": "CNCCNN",
  "lumo_ev": 1.07,
  "homo_lumo_gap_ev": 10.0,
  "multiplicity": 1,
  "total_charge": 0,
  "e_above_lowest_kcal_mol": 39.6
}

=====

no.,molecular weight (g/mol)
1,102.11
2,281.30
3,164.60
4,968.95
5,218.18
6,89.14